1.
Computed, not measured: a structure of composition C60H120O49STi2 in a non-equilibrium geometry, with wB97M-V/def2-TZVPD.

Frontier orbital gap (alpha / beta)   4.572 / 9.896 eV
HOMO energy (alpha / beta)   -4.109 / -9.435 eV

```
! wB97M-V def2-TZVPD RIJCOSX def2/J DEFGRID3
* xyz 0 7
C -4.490 -2.756 -0.851
C -1.201 8.525 6.019
O -3.955 -2.471 -1.939
H -0.351 -5.656 2.109
H -4.446 -11.324 3.269
O -1.048 -3.605 -2.947
H 3.836 3.761 -6.205
H -0.939 -2.048 -1.079
C 2.887 4.355 -0.409
H 4.367 5.160 1.043
H -3.845 3.409 -7.048
C -1.031 -6.461 2.401
H -3.449 4.629 -0.615
C -0.524 -5.697 5.619
C -3.503 -2.030 7.319
O -2.155 0.141 4.092
O 4.959 -1.286 -1.632
C -2.086 3.063 6.426
H -6.530 4.866 -6.791
H 4.056 3.623 4.408
H -2.063 9.104 6.332
H -1.491 -6.011 5.199
H 1.944 -0.533 -1.844
H 6.742 0.151 -3.177
H -3.960 -5.141 3.254
C -4.514 -10.211 3.249
H -3.369 2.189 -2.448
C -0.833 -2.830 -0.298
H 1.342 -0.258 7.534
H 4.094 7.411 -4.338
O 6.229 2.351 -3.511
H -0.410 2.866 3.254
C -5.185 0.358 -0.205
H 3.766 -4.077 -3.727
O 5.128 -0.922 -3.853
O 0.006 -2.903 3.592
H -4.571 -3.879 2.123
H -0.513 -5.760 6.673
O 1.390 4.771 -2.500
H -1.976 4.045 5.925
H 5.995 0.678 -1.434
H -4.882 1.366 -0.533
H 6.628 0.226 -5.743
H 0.842 3.542 2.294
C -1.672 7.531 4.993
H -1.225 -1.229 -4.541
C -1.533 -7.192 1.174
O 2.061 -1.032 5.768
C -5.404 4.848 -6.692
C 6.107 1.714 -1.210
C 1.803 -0.470 4.593
O 6.880 2.910 -5.512
H -3.082 -3.022 7.506
C -3.970 1.781 2.878
O -5.034 -3.901 -0.516
H -3.291 2.625 3.056
H -2.404 2.214 5.774
O 3.643 -4.635 -1.846
O 0.722 -0.151 4.162
H 7.746 4.397 -6.550
H -3.251 -0.580 -0.829
H -3.408 -1.364 8.157
C 3.152 4.140 4.750
C 2.910 -4.842 -0.769
H -0.793 5.091 -6.441
H -5.828 0.331 0.697
O -1.363 3.170 -3.306
H -0.811 1.649 7.454
H 2.482 -4.007 3.338
O 2.970 -0.248 4.092
C -0.653 -7.338 -3.089
H -0.438 -7.141 3.090
O -3.461 -9.881 2.354
C 2.454 5.301 -2.392
O 1.133 4.396 6.573
H -1.145 -7.932 -2.346
H 3.785 7.727 -2.562
H -3.790 -0.674 -4.674
C -0.664 -3.725 4.220
O 0.530 -0.312 -5.286
H -0.792 -7.441 0.465
H 4.418 -0.817 2.001
C 4.008 6.976 -3.332
O -1.433 -4.057 -0.739
C 6.772 3.917 -6.555
C -0.749 4.476 -5.591
H 3.748 0.328 0.738
H -4.593 -2.094 7.115
H -2.490 -6.555 -3.859
H -4.981 5.619 -7.341
O 0.262 2.470 5.890
O -4.430 -1.926 0.188
H -0.412 9.206 5.693
H 2.056 -4.115 -3.056
O -4.251 1.081 4.140
C -4.303 -0.064 -3.940
O -3.626 -0.284 5.716
H -4.718 -3.590 3.783
C -2.643 -3.562 2.833
C 2.958 -3.866 2.344
C 6.183 3.290 -4.431
H 3.434 2.600 -7.476
H 3.358 4.763 5.617
O 5.797 4.428 -4.200
H 0.886 -1.972 7.202
H 0.053 -0.631 6.328
O -2.090 4.428 -5.056
O 3.350 5.257 -1.466
H -2.853 2.940 -0.216
O -5.239 0.860 -4.617
C -4.596 1.694 -5.457
C -3.962 -0.592 -0.002
C 3.032 -4.538 -3.124
H 3.927 -3.418 2.569
C 3.210 2.901 -6.485
H 2.048 -5.678 1.365
H -1.865 -0.856 6.622
C 3.540 -0.297 1.651
C -4.067 -4.070 3.035
H -2.343 -6.633 0.677
C -2.248 3.773 -3.900
H -5.312 3.085 -7.941
C 1.222 0.746 -5.237
H -0.448 -7.969 -3.958
C 0.990 -0.988 6.768
H -5.212 5.144 -5.652
O -3.402 1.683 -5.747
C 7.111 -0.576 -5.129
H 2.299 -3.166 1.800
O -1.946 -3.992 4.039
O -3.596 -7.732 2.892
H 2.590 -2.085 -1.343
C -0.973 5.588 3.974
H 4.329 1.182 -5.816
C -0.716 2.632 6.993
H 2.803 -5.578 -3.478
H -0.837 3.949 1.956
C 2.190 -1.541 -2.213
C 5.512 2.618 -2.229
H -0.404 3.464 -5.796
H -5.880 -4.540 -2.347
H 5.500 3.666 -2.029
H 0.256 -2.962 -0.077
H -0.096 4.831 -4.785
C 3.956 4.213 0.642
O 2.830 6.149 -3.385
O -1.339 1.224 0.810
C 3.129 0.564 2.852
C -0.812 -0.230 -4.669
H -3.403 -0.334 0.916
C -4.952 3.492 -6.988
O -3.531 3.845 -3.419
H 2.554 3.432 -0.855
H 4.899 6.392 -3.069
H 2.021 4.790 0.001
O -5.462 2.548 -5.959
H -2.180 -4.062 1.998
O 0.396 2.355 -0.262
O 2.161 3.125 5.053
H 5.609 1.934 -0.262
H 4.783 3.585 0.331
O -0.074 -4.410 5.191
Ti -0.585 -0.117 2.328
Ti 0.797 2.388 -2.447
H 2.698 -0.940 1.375
H 3.461 3.694 1.441
H -4.964 2.029 2.483
H 1.415 -2.121 -2.661
H -2.912 3.228 7.119
C 3.027 -5.232 1.560
O -1.827 -5.572 -2.220
C -3.088 -8.624 2.235
H -3.524 0.555 -3.444
O 3.695 -4.938 0.264
H 6.983 -1.593 -3.209
C -0.117 3.761 2.754
H -0.305 3.281 7.762
C -2.946 3.718 -0.981
H -1.054 -5.426 -4.004
H 2.719 4.751 3.929
H -3.450 1.006 2.222
H -5.503 -5.784 -1.150
C -5.152 -4.857 -1.603
H -0.701 0.152 -3.628
H -4.793 3.185 -1.866
C 1.174 3.390 5.878
H 7.131 2.044 -0.987
H -1.481 -2.516 0.523
O -2.068 -8.550 1.433
C 6.525 -0.770 -3.741
O 1.719 -5.042 -0.795
C -3.720 3.164 -2.167
C -2.781 -1.315 6.219
H 4.524 2.289 -2.522
C 3.387 1.646 -5.654
O -0.798 0.630 -1.500
H -1.882 -6.133 2.956
H -5.449 -9.864 2.808
H 6.051 4.698 -6.499
O 3.232 -1.303 -3.169
H 3.671 -5.974 2.057
H 8.122 -0.243 -5.022
H 3.839 1.360 3.092
H -5.787 -0.002 -1.007
C 4.492 -1.204 -2.742
H -2.591 -2.486 2.778
H 2.141 1.010 2.718
H -0.917 7.975 6.908
O 2.334 0.673 -6.013
H -1.465 0.365 -5.322
O -2.091 5.167 3.856
H 2.132 3.186 -6.389
H 6.507 3.358 -7.452
H -2.459 -1.891 5.362
O -0.580 6.700 4.513
C -3.218 0.320 4.598
C -1.354 -4.333 -2.045
H -1.853 4.043 -1.088
H 0.148 -6.491 5.236
H -2.455 6.875 5.388
C -1.532 -6.205 -3.422
O 0.748 0.035 0.349
H 3.217 1.902 -4.597
O 0.102 4.903 3.582
O 0.953 1.799 -4.566
H -5.006 -0.642 -3.279
H -4.207 -4.971 -2.087
H -4.393 -9.640 4.178
H -2.024 8.059 4.128
H 7.064 -1.488 -5.674
S -0.213 0.998 -0.185
H 0.268 -6.974 -2.670
*
```

---

2.
Computed, not measured: a cluster of 4 separate species, CH9NO4 in total in a non-equilibrium geometry, with wB97M-V/def2-TZVPD.

Relative energy (zero: lowest compared OMol25 entry of this formula, charge and spin)   24.9 kJ/mol
Frontier orbital gap (alpha / beta)   9.274 / 4.536 eV
HOMO energy (alpha / beta)   -14.589 / -14.588 eV

```
! wB97M-V def2-TZVPD RIJCOSX def2/J DEFGRID3
* xyz 1 2
H -0.969 -0.824 -2.046
N 0.404 1.247 1.864
H -0.287 -0.654 -3.390
O -0.845 -1.990 -0.473
H 0.744 2.078 2.319
H -0.170 -1.618 0.086
O 0.845 -0.933 1.679
H 0.034 0.801 -1.106
O 0.545 1.609 -0.928
H -1.348 -2.707 -0.085
H 0.603 -0.105 3.468
H 0.279 1.234 0.831
C 0.646 0.080 2.381
O -0.907 -0.221 -2.797
H 0.426 2.003 -1.804
*
```

---

3.
Computed, not measured: a structure of composition C4H7I3 in a non-equilibrium geometry, with wB97M-V/def2-TZVPD.

Relative energy (zero: lowest compared OMol25 entry of this formula, charge and spin)   91.5 kJ/mol
Frontier orbital gap   8.656 eV
HOMO energy   -8.845 eV

```
! wB97M-V def2-TZVPD RIJCOSX def2/J DEFGRID3
* xyz 0 1
H 0.182 -0.588 2.008
H -1.419 0.483 -2.300
H -2.177 -0.898 -1.380
C 0.319 0.385 1.682
C -0.003 -0.626 -1.054
H 0.674 -0.618 -1.884
C -1.340 -0.067 -1.304
I 1.132 2.436 -0.414
H -0.706 0.909 1.818
I 3.033 -0.454 0.482
H 0.739 0.724 2.606
H -1.622 0.480 -0.472
I 0.134 -2.616 -0.215
C 1.054 0.450 0.428
*
```

---

4.
Computed, not measured: a cluster of 2 separate species, C10H9N3O2 in total in a non-equilibrium geometry, with wB97M-V/def2-TZVPD.

Relative energy (zero: lowest compared OMol25 entry of this formula, charge and spin)   106.8 kJ/mol
SMILES   N#C/C(N)=C(/O)c1ccccc1.N=C=O
Frontier orbital gap   8.085 eV
HOMO energy   -7.722 eV

```
! wB97M-V def2-TZVPD RIJCOSX def2/J DEFGRID3
* xyz 0 1
O 0.930 -0.576 1.978
H -0.377 0.914 -1.438
C 1.345 1.344 0.808
C -1.901 -0.573 1.078
O 3.021 -2.013 0.070
H 2.587 -1.532 -2.883
H -2.312 0.495 -2.487
H 2.884 0.610 1.884
H -3.932 -1.337 1.011
C 0.385 0.391 1.151
C -2.262 0.108 -1.515
N 1.109 3.170 -1.027
H 0.238 -1.222 2.150
C -3.261 -0.602 -0.852
C -0.817 0.096 0.419
C 1.162 2.385 -0.167
N 2.563 1.437 1.436
H 3.308 1.937 0.978
N 2.658 -1.090 -2.034
H -4.238 -0.970 -1.322
C -3.063 -0.863 0.497
C 2.825 -1.614 -0.967
H -1.776 -0.954 2.094
C -1.075 0.458 -0.863
*
```

---

5.
Computed, not measured: the molecule C7H13ClSi in a non-equilibrium geometry, with wB97M-V/def2-TZVPD.

Relative energy (zero: lowest compared OMol25 entry of this formula, charge and spin)   84.2 kJ/mol
SMILES   C=C[Si](Cl)(C=C)C(C)C
Frontier orbital gap   10.786 eV
HOMO energy   -9.867 eV

```
! wB97M-V def2-TZVPD RIJCOSX def2/J DEFGRID3
* xyz 0 1
H -2.041 2.129 -0.581
C -1.105 2.107 -0.170
C 1.827 -2.612 -0.301
C 0.559 0.422 1.822
Si 0.813 0.028 -0.026
Cl 2.605 0.625 -0.714
H 2.803 -2.040 -0.280
C -0.359 1.030 -1.094
C -0.084 -0.184 2.748
H -0.321 -2.390 -0.095
H -0.029 0.236 3.729
H -1.261 1.632 0.763
H 0.785 1.436 2.020
H -0.420 2.912 -0.035
H -0.590 -1.147 2.487
C -1.358 0.103 -1.856
H 1.759 -3.640 -0.420
C 0.763 -1.905 -0.180
H -2.027 0.662 -2.417
H 0.190 1.591 -1.766
H -1.854 -0.492 -1.191
H -0.657 -0.503 -2.443
*
```

---

6.
Computed, not measured: a cluster of 4 separate species, C30H63NO5 in total, with wB97M-V/def2-TZVPD.

Relative energy (zero: lowest compared OMol25 entry of this formula, charge and spin)   59.5 kJ/mol
SMILES   CCCCCCC(=O)O[C@@H](O)N(C(C)=O)C(C)=O.CCCCCC.CCCCCC.CCCCCC
Frontier orbital gap   10.647 eV
HOMO energy   -10.110 eV

```
! wB97M-V def2-TZVPD RIJCOSX def2/J DEFGRID3
* xyz 0 1
H 11.178 4.788 -4.708
H 9.609 4.590 -5.489
H -7.934 -1.235 3.416
H 6.149 0.699 1.018
C -7.702 -1.262 2.351
C 4.913 0.055 -0.676
C 4.607 -3.779 1.220
C -5.349 2.014 -0.063
H 6.227 -1.112 2.725
C 10.216 4.280 -4.635
H 4.788 -1.990 3.210
H -9.536 0.556 1.292
C 0.986 -3.575 1.110
H 4.689 -1.008 -0.750
H 9.297 0.923 -4.659
H -8.651 -1.584 0.455
C 9.323 0.498 -1.847
H 11.028 2.482 -3.772
H -0.962 -1.382 -0.711
H 1.257 -0.372 3.297
H -3.623 3.934 -2.419
H 4.210 0.249 2.712
H -5.670 2.274 0.949
C -1.846 2.075 -1.319
C -8.949 -1.499 1.504
O -1.894 -3.665 1.196
H -2.782 1.761 -3.225
O 3.093 -3.252 -0.577
H 5.792 0.320 -1.268
O 2.280 -3.239 1.534
H 3.475 -0.701 1.443
H 6.545 -3.141 1.749
H -1.862 -0.656 0.615
C 10.400 2.766 -4.621
C -4.098 3.007 -2.084
C 5.095 0.524 0.784
H 0.944 -3.718 0.028
H 7.882 3.291 -3.345
H 4.067 0.571 -1.137
H 5.001 -4.547 0.552
H -11.532 -1.174 4.654
O 1.159 -0.751 0.503
C 8.223 2.252 -3.343
H -10.474 -2.223 3.741
H -9.762 0.165 3.696
H 9.726 4.636 -3.728
H -2.098 2.121 -0.257
C -1.722 -1.581 0.047
C -12.411 -1.927 2.847
H 10.062 0.198 -2.592
H -7.225 -0.315 2.084
H 5.915 -2.266 0.379
C 3.287 -3.379 0.604
H -10.804 -0.586 0.923
H -7.304 2.307 -0.956
H -0.489 -0.743 3.298
H -7.026 0.673 -0.348
H -3.565 0.920 -1.909
H -3.872 3.572 -0.014
H 8.459 -0.163 -1.941
C 8.911 1.959 -2.011
H 10.949 2.466 -5.517
H -6.275 1.185 -1.854
H -1.335 3.001 -1.586
H 8.496 2.246 -5.469
C -10.555 -0.183 3.028
H -5.389 4.056 -0.730
C 0.573 -1.164 1.475
H 4.413 -4.236 2.191
H 9.765 0.333 -0.863
H -4.915 2.818 -2.786
C -6.556 1.519 -0.854
C 0.336 -0.347 2.709
H -13.171 -1.148 2.751
N 0.055 -2.515 1.558
C 5.646 -2.650 1.363
C -4.669 3.234 -0.682
H -6.974 -2.059 2.194
H -1.140 1.254 -1.455
C 4.434 -0.373 1.837
H 9.787 2.601 -1.887
H -2.664 -1.887 -0.399
H 0.051 -5.258 1.204
H 0.137 0.689 2.435
C 9.083 1.992 -4.581
H -12.128 -2.246 1.843
C -3.088 1.866 -2.181
C 5.288 -1.532 2.349
H 4.609 1.503 0.853
H 7.317 1.641 -3.416
C -1.241 -2.670 0.970
H -11.292 0.626 2.990
H -12.872 -2.783 3.343
C -9.987 -0.385 1.622
C -11.210 -1.420 3.639
H 8.224 2.223 -1.202
H -4.628 1.198 0.049
H -9.393 -2.462 1.771
O 0.667 -4.765 1.758
*
```

---

7.
Computed, not measured: a cluster of 2 separate species, C5H10O in total in a non-equilibrium geometry, with wB97M-V/def2-TZVPD.

Relative energy (zero: lowest compared OMol25 entry of this formula, charge and spin)   173.7 kJ/mol
SMILES   C=CCC=C.O
Frontier orbital gap   10.432 eV
HOMO energy   -9.739 eV

```
! wB97M-V def2-TZVPD RIJCOSX def2/J DEFGRID3
* xyz 0 1
H -1.082 1.928 -0.721
H -0.113 -0.183 3.499
O -0.086 -0.508 4.410
C -0.641 -0.724 -1.043
H 1.882 1.526 -0.100
H -1.491 -0.562 -0.394
C -0.757 -1.449 -2.149
H 0.248 3.176 -0.615
C -0.018 2.127 -0.620
H -1.751 -1.706 -2.499
H 0.874 -0.598 0.567
H 1.492 -0.762 -1.021
H -0.271 -1.449 4.339
H 0.131 -1.716 -2.708
C 0.670 -0.296 -0.463
C 0.914 1.195 -0.481
*
```

---

8.
Computed, not measured: a cluster of 3 separate species, C8H16FO9S in total, with wB97M-V/def2-TZVPD.

Frontier orbital gap   8.532 eV
HOMO energy   -5.670 eV

```
! wB97M-V def2-TZVPD RIJCOSX def2/J DEFGRID3
* xyz -1 1
C -2.170 -5.650 -3.236
O -0.234 2.640 -1.925
H 2.094 5.655 0.485
H 1.752 -2.786 0.695
S 0.026 1.348 -2.520
C 1.275 -3.565 0.102
C -0.366 3.451 2.796
O -0.525 2.417 3.637
C 1.327 -3.191 -1.363
H 1.503 5.548 2.150
H 1.792 -4.511 0.276
H -2.260 -6.389 -4.028
C -1.314 2.711 4.785
H -2.704 -4.743 -3.509
H 0.244 -3.670 0.438
C 1.813 4.966 1.281
H 2.353 -3.048 -1.692
O -0.774 -5.396 -3.094
H 2.690 4.378 1.558
H -2.274 3.135 4.499
F -1.431 0.652 -2.476
O 0.829 -4.262 -2.198
O -0.836 4.550 2.971
O 0.394 3.056 1.794
O 0.822 0.448 -1.715
H -0.202 4.612 0.557
H -0.791 3.407 5.442
H -1.463 1.764 5.295
H 0.993 3.499 -0.085
H -2.582 -6.049 -2.309
O 0.331 1.361 -3.930
O -1.307 -3.737 -1.659
H 0.779 -2.271 -1.563
C 0.702 4.057 0.800
C -0.489 -4.384 -2.256
*
```

---

9.
Computed, not measured: a cluster of 2 separate species, C6H11N in total in a non-equilibrium geometry, with wB97M-V/def2-TZVPD.

Relative energy (zero: lowest compared OMol25 entry of this formula, charge and spin)   506.9 kJ/mol
Frontier orbital gap   8.741 eV
HOMO energy   -8.147 eV

```
! wB97M-V def2-TZVPD RIJCOSX def2/J DEFGRID3
* xyz 0 1
C 1.597 0.124 0.406
H 1.655 1.824 1.913
H -2.302 -0.378 1.540
H -1.588 -2.513 0.201
C 1.813 1.543 0.826
H -1.657 -1.469 -1.357
H 1.671 -1.137 -1.252
H 3.128 -0.508 -0.421
H 2.318 0.437 -1.697
H -0.744 -0.512 0.658
C -2.116 0.841 -0.061
H -3.248 -1.709 -0.321
H 0.824 1.864 0.369
C -2.146 -1.562 -0.243
N -2.236 1.870 -0.566
C -1.726 -0.342 0.584
C 2.102 -0.305 -0.923
H 2.653 1.933 0.345
*
```

---

| no. | DFT total energy (eV) |
| --- | --- |
| 1 | -221559.12403 |
| 2 | -10853.41666 |
| 3 | -28560.87774 |
| 4 | -19079.71791 |
| 5 | -27868.86452 |
| 6 | -43860.47084 |
| 7 | -7392.96518 |
| 8 | -40539.06441 |
| 9 | -7885.27784 |